[1]
107
Properties=species:S:1:pos:R:3:forces:R:3:mulliken_charge:R:1 method="wB97M-V/def2-TZVPD" e_lumo_ha=0.1440 total_charge=-2 relative_energy_kcal_mol=0.0 spin_multiplicity=1
Ca -0.4185 -0.7442 0.3398 0.1 0.4 0.2 1.38
C -1.7833 2.5278 2.9592 1.0 -1.0 0.5 -1.19
Si -0.5292 1.2456 3.6566 -1.3 -0.3 0.8 0.57
C 0.5486 2.3540 4.7268 1.2 -0.5 0.1 -1.48
C -1.8148 0.3000 4.8125 0.7 0.1 -1.2 -1.39
N 0.3735 0.2430 2.5876 -0.4 -0.3 -0.7 1.31
C 1.3599 -0.5908 3.0152 1.0 0.3 1.2 0.69
C 1.7714 -0.7230 4.3762 0.3 -0.9 0.3 -0.90
C 2.8545 -1.5261 4.8125 -0.6 1.2 -2.1 -1.01
C 3.7093 -2.1079 3.8560 -0.5 -1.0 0.6 -0.80
C 3.3330 -2.1195 2.5125 -0.2 0.7 -1.3 -0.51
C 2.2116 -1.3562 2.1819 0.0 0.0 -0.2 0.03
F 1.8648 -1.2784 0.8513 0.1 -0.3 -0.6 -0.04
H -2.2935 2.9630 3.8131 0.3 0.3 0.3 0.46
H -2.5639 2.0337 2.4405 -0.7 -0.5 -1.0 0.30
H -1.2692 3.2430 2.3532 -0.2 0.6 -0.4 0.24
H 0.2058 2.3878 5.7482 -0.4 0.0 0.5 0.46
H 0.5303 3.3827 4.3647 0.3 0.0 -0.2 0.34
H 1.5848 1.9331 4.7910 -0.6 0.7 -0.3 0.33
H -2.0537 0.8544 5.7027 -0.1 0.5 0.4 0.49
H -1.4684 -0.6766 5.1325 -0.1 -0.3 -0.1 0.33
H -2.7393 0.2131 4.2121 0.3 -0.3 0.3 0.19
H 1.1470 -0.1874 5.0830 0.2 -0.3 0.3 0.26
H 3.0421 -1.6327 5.8542 0.2 0.0 0.7 0.45
H 4.5470 -2.7051 4.2027 0.0 0.1 -0.1 0.31
H 3.8938 -2.6230 1.6393 -0.9 0.8 1.7 0.27
C -1.9622 2.1051 -0.5231 -0.4 0.7 -0.1 -0.70
O -0.6162 1.6809 -0.4460 0.4 -0.7 0.6 0.00
Si 0.7978 2.6885 -0.6543 -1.1 1.3 -0.5 0.31
C 0.7023 3.8914 0.8402 -0.8 -0.2 -0.6 -0.84
C 0.0143 3.6191 -2.1315 -0.1 0.9 -0.4 -1.44
C 2.4174 2.0975 -0.9940 0.0 -0.4 0.0 0.61
Si 2.9138 1.6637 -2.6976 -0.6 -0.6 -0.6 0.36
C 4.6200 0.7559 -2.8622 -1.5 0.2 -1.3 -1.18
C 1.7222 0.5009 -3.7230 0.4 0.6 0.7 -0.74
C 3.1880 3.1264 -3.9260 0.8 -0.5 0.1 -1.26
Si 3.7024 2.2838 0.2710 0.2 0.6 0.5 0.43
C 4.9003 3.8137 0.0260 -0.4 -1.1 -0.2 -1.33
C 4.8194 0.7645 0.3695 1.1 0.2 0.5 -1.21
C 3.1650 2.5154 2.1154 0.2 -0.1 -1.1 -0.36
H -2.2301 3.1273 -0.1455 0.9 -0.6 0.2 0.26
H -2.5549 1.3963 0.0481 -0.2 0.0 -0.1 0.07
H -2.3302 2.1447 -1.5579 0.2 -0.4 0.0 0.20
H -0.1421 4.5890 0.6946 0.1 -0.3 0.1 0.50
H 1.5919 4.4911 0.8734 0.5 0.3 0.0 0.45
H 0.5820 3.3984 1.8024 0.1 0.0 -0.1 -0.49
H -0.8778 4.2150 -1.8227 0.3 -0.6 -0.2 0.34
H -0.2361 2.9780 -2.9939 -0.2 -0.1 0.5 0.29
H 0.6832 4.3555 -2.5808 0.3 0.1 0.2 0.35
H 4.7213 0.4158 -3.9241 -0.1 0.3 0.7 0.33
H 4.7012 -0.1021 -2.2280 0.2 -0.4 0.4 0.31
H 5.3638 1.4954 -2.6727 0.9 0.4 0.3 0.30
H 0.7149 0.9350 -3.9150 0.6 -0.4 0.3 0.21
H 1.6675 -0.4967 -3.2416 -0.2 0.5 -0.4 -0.09
H 2.2500 0.4161 -4.6794 -0.2 -0.2 -0.1 0.43
H 3.5663 2.6600 -4.8519 0.1 0.1 0.2 0.30
H 3.9978 3.7701 -3.5192 -0.6 -0.1 -0.3 0.26
H 2.3233 3.7008 -4.2476 -0.1 0.2 0.4 0.37
H 5.2108 3.9192 -1.0181 0.1 0.0 0.1 0.28
H 5.7666 3.6043 0.6630 0.1 0.3 -0.1 0.33
H 4.4151 4.7331 0.3335 -0.1 0.2 0.1 0.31
H 5.1641 0.5877 1.4061 -0.1 0.1 -0.3 0.43
H 5.7153 0.8545 -0.2536 0.1 0.2 0.1 0.46
H 4.3710 -0.1435 0.0268 -0.7 -0.6 -0.1 0.08
H 2.9249 3.5480 2.3853 0.0 -0.2 0.0 0.39
H 4.0082 2.1618 2.7161 -0.2 0.0 0.1 0.55
H 2.2952 1.8609 2.2184 0.1 0.1 0.5 -0.64
F -0.4789 -2.4360 -3.5751 0.2 -0.1 0.9 -0.33
C -0.3225 -3.0664 -2.2548 0.7 -1.2 -1.3 -0.81
F 0.3860 -2.0690 -1.5132 0.1 0.8 0.3 0.21
C 0.8973 -4.0131 -2.5797 0.3 -0.1 -0.4 0.80
F 1.3495 -4.6696 -1.4775 -0.2 0.5 -0.4 -0.27
F 2.0162 -3.3965 -3.1344 -0.9 -0.5 0.5 -0.27
F 0.5627 -4.9980 -3.4728 0.0 0.6 0.4 -0.31
N -2.4039 -0.8536 -1.1855 0.4 0.4 0.5 -0.20
C -2.9370 -1.4930 -1.9770 0.0 -0.2 -0.7 -0.25
N -3.5752 -2.1644 -2.9000 0.4 0.0 -0.1 0.19
C -3.2379 -2.0821 -4.3320 -0.6 -0.6 0.2 -0.79
C -4.5730 -1.7400 -5.0775 0.9 1.0 0.3 -0.58
C -5.5109 -1.0193 -4.1004 1.1 0.6 -0.5 -0.65
C -6.0025 -1.9953 -3.0878 -1.1 0.0 0.1 -0.54
C -4.8290 -2.7945 -2.5755 0.3 -0.7 -0.1 -0.76
H -2.7697 -3.0484 -4.6249 -0.4 0.6 0.0 0.25
H -2.4836 -1.3195 -4.4527 0.1 0.2 -0.1 0.41
H -5.0634 -2.6222 -5.4495 -0.2 -0.5 -0.3 0.32
H -4.3730 -1.0584 -5.9144 0.1 -0.4 0.0 0.39
H -6.2607 -0.4799 -4.6436 -0.8 0.0 -0.3 0.48
H -4.9368 -0.2223 -3.6023 0.0 -0.2 0.0 0.19
H -6.6946 -2.7126 -3.5508 -0.1 0.3 0.1 0.30
H -6.5263 -1.4746 -2.2888 -0.1 0.0 0.2 0.31
H -4.8243 -3.7438 -3.1220 0.1 -0.2 0.5 0.41
H -4.8756 -2.9461 -1.5021 0.0 -0.3 0.0 0.39
C 0.0710 -4.1295 1.7977 0.0 1.0 0.9 -0.99
C -1.2750 -3.5186 2.1023 -0.5 0.8 -0.1 0.31
C -2.2750 -4.0060 2.9224 0.5 -2.1 -0.1 -1.11
C -3.4074 -3.1938 2.7809 0.9 1.4 -0.2 -1.28
C -2.9689 -2.1191 1.9981 -0.8 -0.7 0.4 0.32
C -3.7703 -0.9328 1.5941 -1.4 -0.1 0.1 -0.61
N -1.7163 -2.3246 1.5810 1.5 0.1 -0.9 0.69
H -0.0098 -5.1974 1.9162 0.2 -0.5 0.1 0.51
H 0.8348 -3.7262 2.4888 -0.2 -0.4 0.0 0.04
H 0.4736 -3.9234 0.8157 -0.3 0.1 -0.5 -0.05
H -2.1707 -4.9834 3.4121 -0.3 0.4 0.0 0.37
H -4.3300 -3.2058 3.2927 -0.9 -0.3 0.5 0.47
H -4.5874 -0.7754 2.3371 0.6 0.1 -0.3 0.44
H -4.2930 -1.0660 0.6245 0.3 0.1 0.3 -0.01
H -3.1995 -0.0124 1.5255 0.2 0.2 0.1 -0.33

=====

[2]
23
Properties=species:S:1:pos:R:3:forces:R:3:nbo_charge:R:1 method="wB97M-V/def2-TZVPD" e_lumo_ha=0.0243 relative_energy_kcal_mol=1.9 smiles=NCCS.O.O.O.O spin_multiplicity=1
N -0.1636 1.9821 -0.3903 0.6 -1.3 -0.9 -0.87
C 0.5600 0.6991 -0.7124 1.3 1.3 1.9 -0.26
C 2.0041 0.8435 -0.2606 0.8 -0.1 0.1 -0.50
S 2.9044 -0.7740 -0.1447 -0.4 0.6 -0.5 -0.07
H -1.1127 1.6764 -0.5890 -0.3 0.7 -0.3 0.40
H 0.1388 2.6463 -1.0963 -0.4 0.3 0.2 0.36
H 0.1470 0.0289 0.0318 -0.4 -0.9 -1.2 0.22
H 0.6737 0.4599 -1.7693 -1.1 -0.5 0.0 0.19
H 2.1095 1.2558 0.7438 -0.2 0.0 -0.1 0.23
H 2.5125 1.5181 -0.9499 0.3 -0.1 0.1 0.20
H 2.3993 -1.2813 -1.2867 0.1 0.0 0.2 0.12
O -2.2072 0.1263 -1.5534 0.1 0.0 0.2 -1.00
H -2.6233 0.2903 -2.4029 -0.1 -0.4 0.0 0.48
H -2.2186 -0.8274 -1.3329 -0.2 0.3 -0.1 0.51
O 0.1703 -1.8070 1.5344 0.5 -0.4 0.3 -0.99
H 0.3211 -0.8864 1.7846 -0.2 0.5 0.1 0.50
H 1.0522 -2.1778 1.6973 -0.3 -0.2 -0.3 0.49
O 0.0368 0.9917 2.2322 -0.1 -0.1 0.0 -0.98
H -0.0892 1.5933 1.4686 0.2 0.1 -0.1 0.50
H -0.8608 0.7257 2.4460 -0.2 0.0 0.3 0.47
O -2.0196 -2.3882 -0.1627 0.5 0.2 -1.6 -0.99
H -2.6192 -2.4826 0.5612 -0.1 0.0 0.9 0.48
H -1.1155 -2.2128 0.1512 -0.3 -0.1 0.6 0.51

=====

[3]
18
Properties=species:S:1:pos:R:3:forces:R:3:nbo_charge:R:1 method="wB97M-V/def2-TZVPD" e_lumo_ha=-0.1267 total_charge=+1 relative_energy_kcal_mol=13.2 spin_multiplicity=1
C 0.1925 -0.7716 -1.8664 -0.7 0.5 0.1 -0.22
N 0.9509 -1.5949 -0.8712 0.0 -0.1 0.5 -0.50
C 1.6325 -0.6367 0.0970 -0.8 0.5 0.1 -0.22
C 0.8857 0.7061 -0.1046 0.7 0.0 -0.6 -0.43
C -0.3025 0.4089 -1.0210 0.0 -0.8 0.3 -0.42
H -0.5832 -1.4107 -2.3004 0.2 0.3 -0.1 0.24
H 0.8703 -0.3905 -2.6157 0.3 -0.3 -0.3 0.23
H 0.3155 -2.2082 -0.3526 0.0 0.2 -0.1 0.44
H 1.6219 -2.2136 -1.3091 0.2 -0.1 -0.2 0.44
H 1.5019 -0.9868 1.1149 0.2 -0.4 0.0 0.24
H 2.6718 -0.6101 -0.1896 0.3 0.1 0.1 0.23
H 1.5787 1.3758 -0.6074 0.0 0.2 0.0 0.23
H 0.5882 1.1806 0.8219 0.0 -0.1 0.2 0.26
H -1.1217 0.0344 -0.4015 -0.3 0.4 -0.1 0.22
H -0.6092 1.2783 -1.6122 0.0 -0.4 0.1 0.26
H -3.2210 1.9051 2.3705 -0.1 -0.3 0.1 0.47
H -2.3983 2.4570 3.4892 -0.1 -0.8 0.0 0.47
O -2.7060 1.6003 3.1294 0.2 1.1 -0.2 -0.94

=====

[4]
27
Properties=species:S:1:pos:R:3:forces:R:3:lowdin_spin:R:1 method="wB97M-V/def2-TZVPD" e_lumo_ha="-0.1460 / -0.2645" total_charge=+1 relative_energy_kcal_mol=47.1 s2=0.78 spin_multiplicity=2
C 2.6261 1.6154 -0.2486 -1.9 -1.5 -1.5 0.00
C 2.2502 0.3289 -1.2223 0.6 1.0 2.6 0.00
H 1.8205 1.7811 0.4985 0.0 0.0 -0.8 0.00
H 3.4391 1.3972 0.3912 1.3 -0.2 0.1 0.00
H 2.7644 2.5010 -0.8628 0.2 0.1 0.3 0.00
H 1.2187 0.4364 -1.5522 0.2 0.0 -0.2 0.00
H 2.9188 0.1860 -2.0845 -0.1 0.1 0.5 0.00
H 2.2996 -0.5323 -0.4996 0.0 0.4 -1.1 0.00
C -0.6411 -2.8844 -0.6898 -2.7 0.0 -3.9 0.03
C -1.0257 -0.4667 0.0471 -0.7 -0.3 2.0 0.03
C -0.8455 -1.8516 0.3298 0.4 1.9 -1.4 0.17
C -1.1364 0.2083 1.3072 0.5 0.8 -0.2 0.05
C -0.7196 -1.9893 1.7331 -0.1 2.2 -0.2 0.27
C -1.1405 0.2368 -1.1529 0.6 3.1 3.4 0.11
C -1.0807 1.6357 -1.0491 -1.8 0.6 2.0 -0.03
C -1.4007 2.3346 0.2403 1.9 -3.3 -1.4 0.17
C -1.3838 1.5682 1.4640 -0.6 0.6 -2.3 0.03
N -0.8262 -0.7096 2.3092 -1.3 -2.7 1.1 0.11
H -1.2643 -0.3686 -1.9419 0.0 -1.3 -3.6 0.01
H -1.0000 2.2809 -1.8978 -0.1 0.0 -0.5 0.00
H -1.4723 3.4150 0.2667 -0.2 -0.1 -0.1 0.01
H -0.2225 -2.6811 -1.7741 -0.3 0.4 2.6 0.00
H -1.6305 -3.3982 -1.0511 1.1 1.1 1.0 0.02
H -0.4754 -2.9528 2.1538 -0.1 0.4 0.9 0.01
H -1.2474 -0.5606 3.2562 1.0 -0.4 -1.0 0.00
H -1.6619 2.1588 2.3249 0.4 -0.6 0.6 0.00
H -0.1629 -3.6890 -0.2953 1.8 -2.3 1.1 0.00